1.
ORCA calculation (wB97M-V/def2-TZVPD) on a molecular structure, C34H27BrN7O6V in a non-equilibrium geometry.

LUMO energy (spin up / spin down)	-4.4111 / -3.9007	eV
<S²>	0.7605
highest occupied orbital energy (spin up / spin down)	-10.80 / -10.80	eV
relative energy (zero: lowest compared OMol25 entry of this formula, charge and spin)	99.9	kJ/mol

```
! RIJCOSX wB97M-V def2-TZVPD def2/J DEFGRID3
* xyz 1 2
V -0.1354 0.2722 -0.8435
O -2.4628 -2.9766 -0.9346
C -1.5776 -4.0126 -0.9424
C -2.0425 -5.2418 -1.3882
C -1.1912 -6.3322 -1.4301
C 0.1380 -6.2089 -1.0445
C 0.5977 -4.9798 -0.6049
C -0.2504 -3.8783 -0.5308
C 0.2828 -2.6088 0.0706
O -0.1879 -1.4499 -0.5855
N -0.1510 -2.4815 1.4462
N 0.3014 -1.3167 2.0165
C 0.4664 -1.3007 3.2747
C 0.8513 -0.0969 4.0050
Br 0.5623 1.5612 3.1264
C 1.3366 -0.0866 5.2476
C 1.6977 -1.2803 6.0370
C 1.3488 -1.3322 7.3864
C 1.6705 -2.4379 8.1552
C 2.3673 -3.4994 7.5929
C 2.7498 -3.4442 6.2608
C 2.4202 -2.3407 5.4888
H -1.9711 -2.1452 -0.8873
H -3.0739 -5.3188 -1.7046
H -1.5658 -7.2848 -1.7804
H 0.8056 -7.0577 -1.0907
H 1.6337 -4.8670 -0.3031
H 1.3718 -2.6209 -0.0210
H 0.0136 -3.3283 1.9847
H 0.2982 -2.1911 3.8851
H 1.4732 0.8731 5.7322
H 0.8114 -0.5024 7.8293
H 1.3832 -2.4699 9.1976
H 2.6269 -4.3583 8.1970
H 3.3195 -4.2553 5.8267
H 2.7579 -2.2790 4.4615
O 1.5793 3.9429 0.0154
C 1.4159 2.7678 -0.1649
N 0.2100 2.1449 -0.4781
C -0.9667 2.9237 -0.5012
O -1.0952 4.0357 -0.9182
C -2.0948 2.1294 0.1105
C -3.2861 2.6890 0.5092
C -4.2120 1.8637 1.1326
C -3.9112 0.5234 1.3218
C -2.7032 0.0301 0.8636
N -1.8149 0.8279 0.2689
C 2.5012 1.7631 0.0615
C 3.7715 2.1898 0.4019
C 4.7510 1.2351 0.6059
C 4.4135 -0.1012 0.4510
C 3.1149 -0.4296 0.1080
N 2.1613 0.4821 -0.0781
H -3.4559 3.7426 0.3382
H -5.1572 2.2636 1.4741
H -4.6043 -0.1430 1.8144
H -2.4266 -1.0098 0.9876
H 3.9514 3.2513 0.4951
H 5.7574 1.5242 0.8762
H 5.1421 -0.8868 0.5917
H 2.8408 -1.4664 -0.0216
O -1.3490 0.4699 -2.2701
N -0.9334 0.2164 -3.4936
N 0.3055 0.0705 -3.5453
O 1.0426 0.1761 -2.4676
C 0.9265 -0.3223 -4.7896
C 0.2623 -0.0999 -5.9854
C 0.8765 -0.5059 -7.1568
C 2.1266 -1.1118 -7.1206
C 2.7733 -1.3118 -5.9100
C 2.1753 -0.9128 -4.7250
H -0.7049 0.3808 -5.9966
H 0.3789 -0.3405 -8.1021
H 2.5998 -1.4236 -8.0417
H 3.7484 -1.7781 -5.8843
H 2.6620 -1.0512 -3.7712
*
```

2.
ORCA calculation (wB97M-V/def2-TZVPD) on C3H6N2O in the gas phase in a non-equilibrium geometry.

LUMO energy	0.8579	eV
highest occupied orbital energy	-9.37	eV
relative energy (zero: lowest compared OMol25 entry of this formula, charge and spin)	318.3	kJ/mol

```
! RIJCOSX wB97M-V def2-TZVPD def2/J DEFGRID3
* xyz 0 1
C 0.0722 0.1545 1.4001
C 0.0573 -0.7914 0.2223
N 0.1302 -2.0650 0.2312
N -0.0474 -0.1828 -1.0381
C -0.1451 1.1315 -1.3183
O -0.2379 1.5149 -2.5468
H 0.1513 -0.4149 2.3316
H -0.8408 0.7615 1.4263
H 0.9192 0.8481 1.3313
H 0.2052 -2.4075 1.1906
H -0.0504 -0.8226 -1.8412
H -0.2137 2.2739 -1.3890
*
```

3.
ORCA calculation (wB97M-V/def2-TZVPD) on 2 unconnected molecules or ions with the total composition C10H19O4P2S2 in a non-equilibrium geometry.

LUMO energy	-4.2205	eV
highest occupied orbital energy	-11.59	eV

```
! RIJCOSX wB97M-V def2-TZVPD def2/J DEFGRID3
* xyz 1 1
C -0.1616 -1.8189 -1.1439
C -0.9210 -0.4537 -1.4837
O -0.7266 -0.2372 -2.8781
C -0.2636 0.6551 -0.5968
S -1.0041 2.3427 -0.7706
P 0.0870 3.4283 -2.3535
C 1.8315 3.4694 -1.6604
O 0.2416 2.4761 -3.7162
P -3.0420 2.2646 -1.4473
O -3.2976 1.2025 -2.6863
O -4.0127 1.9373 -0.1281
S -3.4329 4.0622 -2.1151
H 0.9268 -1.5818 -1.2343
H -0.3651 -2.5534 -1.9586
H -0.4229 -2.2254 -0.1480
H -1.9840 -0.6147 -1.1893
H -1.0892 -1.0352 -3.2777
H -0.4245 0.3518 0.4663
H 0.8326 0.6168 -0.7793
H 2.5388 3.9232 -2.3843
H 2.1979 2.4260 -1.4863
H 1.7971 3.9965 -0.6850
H -0.6127 2.2620 -4.1122
H -3.6026 1.7531 -3.4267
H -4.1048 2.8067 0.2985
C 2.5830 -2.1653 2.4850
C 1.5188 -1.2882 2.6573
C 0.5182 -1.5786 3.5775
C 0.5860 -2.7440 4.3313
C 1.6514 -3.6197 4.1611
C 2.6478 -3.3327 3.2356
H 3.3617 -1.9397 1.7661
H 1.4721 -0.3754 2.0725
H -0.3141 -0.8966 3.7086
H -0.1908 -2.9688 5.0517
H 1.7051 -4.5268 4.7501
H 3.4752 -4.0181 3.1003
*
```

4.
ORCA calculation (wB97M-V/def2-TZVPD) on 4 unconnected molecules or ions with the total composition C28H52F4N3O10PS3Si in a non-equilibrium geometry.

LUMO energy	0.5732	eV
highest occupied orbital energy	-8.68	eV
relative energy (zero: lowest compared OMol25 entry of this formula, charge and spin)	0.0	kJ/mol

```
! RIJCOSX wB97M-V def2-TZVPD def2/J DEFGRID3
* xyz 0 1
C -0.3453 2.3225 6.0953
C -1.0345 0.9952 6.2149
O -2.2384 0.9336 6.2466
O -0.2534 -0.0979 6.2990
C -0.7690 -1.1671 5.4448
N 0.1385 -2.2535 5.3316
C 0.6077 -2.6521 3.9920
C -0.4652 -3.5488 3.3489
C -1.7605 -2.8210 2.9265
C -2.3274 -3.2611 1.5703
O -3.5034 -4.0584 1.7184
C 1.1667 -1.5089 3.1334
O 2.5791 -1.3693 3.4275
C 2.9516 -0.7784 4.6169
N 2.4540 0.6300 4.7446
C 2.9949 1.2486 5.8673
O 2.9691 0.8058 6.9520
F 3.5014 2.4469 5.6341
C 2.5825 1.3887 3.5464
O 3.5382 1.7676 2.9913
F 1.3735 1.6597 3.0580
P 4.8803 -0.7692 4.6440
N 5.3080 -1.9867 3.5364
O 5.1340 -1.4736 6.0973
C 1.1813 -1.8155 1.6223
F -0.0599 -1.6126 1.1087
F 1.5882 -3.0998 1.4142
C 2.1436 -0.9109 0.8493
C 1.8690 -1.0434 -0.6713
Si 1.0059 0.4328 -1.4880
C 0.1577 1.5827 -0.2547
C -0.3802 -0.2475 -2.5922
C 2.1497 1.4763 -2.5575
C 3.1791 2.2177 -1.9619
C 4.0134 3.0304 -2.7278
C 3.8376 3.1304 -4.1057
C 2.8348 2.3790 -4.7099
C 1.9974 1.5668 -3.9428
H -0.2990 2.6361 5.0572
H -0.9520 3.0383 6.6347
H 0.6505 2.2739 6.5200
H -1.6739 -1.5129 5.9406
H -1.0889 -0.7407 4.4995
H -0.1846 -3.0507 5.8516
H 1.4719 -3.2969 4.1543
H -0.0966 -4.1532 2.5278
H -0.7443 -4.2664 4.1196
H -1.6184 -1.7508 2.8338
H -2.5575 -3.0300 3.6354
H -1.6085 -3.8371 0.9864
H -2.5454 -2.3734 0.9839
H -4.2250 -3.5406 1.3518
H 0.6525 -0.5571 3.2379
H 2.6495 -1.3144 5.5166
H 4.7566 -2.8359 3.6427
H 5.1922 -1.6582 2.5852
H 6.0265 -1.8386 6.1280
H 3.1595 -1.2490 0.9997
H 2.0533 0.1138 1.1930
H 1.2929 -1.9364 -0.8947
H 2.8187 -1.1708 -1.1878
H 0.8876 1.9093 0.4856
H -0.1297 2.4811 -0.7973
H -0.7245 1.1395 0.1975
H -1.2893 -0.2506 -1.9922
H -0.1627 -1.2377 -2.9799
H -0.5615 0.4401 -3.4134
H 3.3497 2.1871 -0.8926
H 4.7808 3.6062 -2.2281
H 4.4678 3.7581 -4.7167
H 2.6799 2.4197 -5.7757
H 1.2323 1.0271 -4.4811
C 2.1924 -0.7565 -8.6124
S 1.4207 0.8647 -8.5562
O 1.2485 1.2150 -7.1196
C -0.1817 0.3413 -9.1674
H 3.2050 -0.6603 -8.2258
H 1.6264 -1.4520 -7.9926
H 2.2268 -1.1049 -9.6445
H -0.5962 -0.4273 -8.5175
H -0.0724 -0.0384 -10.1841
H -0.8432 1.2007 -9.1707
C -5.6729 1.3444 -8.6325
S -3.9516 1.6938 -9.0085
O -3.1410 0.6105 -8.3945
C -3.8078 3.1324 -7.9422
H -5.9565 0.4435 -9.1722
H -5.7874 1.1829 -7.5607
H -6.2926 2.1782 -8.9622
H -4.0456 2.8524 -6.9161
H -4.4850 3.9113 -8.2928
H -2.7815 3.4895 -7.9964
C -5.3012 -0.4957 3.9741
S -5.1664 0.3166 2.3779
O -4.2594 -0.5166 1.5428
C -4.2015 1.7140 2.9627
H -5.8392 -1.4305 3.8293
H -4.3046 -0.7004 4.3671
H -5.8566 0.1433 4.6603
H -3.2818 1.3557 3.4267
H -4.7905 2.2851 3.6799
H -3.9635 2.3393 2.1046
*
```

Looking at M for the records above, in order, we have 760.48, 86.09, 329.34, 821.99 g/mol.
Looking at electronic energy for the records above, in order, we have -5664.37019, -302.57188, -2172.28081, -4239.61749 hartree.